Record 1
This record from the OMol25 dataset describes one molecule with the formula CH2BrCl in a non-equilibrium geometry. The level of theory is ωB97M-V with the def2-TZVPD basis set.

Last column: Mulliken charge in e.
Cartesian coordinates (Å):
Cl1 0.332 1.750 0.005  -0.13
C1 0.154 -0.037 0.010  -0.32
Br1 -1.662 -0.566 -0.122  -0.08
H1 0.426 -0.611 0.943  0.26
H2 0.750 -0.536 -0.835  0.27

The HOMO-LUMO gap is 0.4111 hartree. Its energy above the lowest of the compared OMol25 structures with the same formula, charge and spin is 2.3 kcal per mole. The HOMO energy comes out at -10.491 eV. For the largest force on an atom, the calculation gives 2.107 eV/Å.

***

Record 2
This record from the OMol25 dataset describes C39H53BrCl3N6O3PSSiV as an isolated structure in a non-equilibrium geometry. The level of theory is ωB97M-V with the def2-TZVPD basis set.

Last column: Mulliken charge in e.
Cartesian coordinates (Å):
V1 0.080 0.887 0.935  -0.13
C1 5.501 0.223 -0.400  -0.84
N1 4.120 0.685 -0.485  0.23
C2 3.636 1.552 -1.425  -0.73
C3 2.316 1.714 -1.150  -1.47
N2 1.982 0.949 -0.061  1.53
C4 3.101 0.340 0.331  -0.88
P1 3.322 -0.921 1.624  -0.45
C5 2.188 -0.215 2.866  -0.44
N3 1.099 0.532 2.676  1.43
C6 0.676 0.938 3.914  -1.05
C7 1.514 0.432 4.857  -0.76
N4 2.469 -0.279 4.187  0.41
C8 3.532 -1.049 4.823  -0.84
C9 2.354 -2.232 0.848  -0.19
N5 1.290 -2.036 0.100  0.52
C10 0.861 -3.276 -0.269  -0.37
C11 1.688 -4.229 0.260  -0.99
N6 2.641 -3.562 0.974  0.40
C12 3.788 -4.179 1.620  -0.95
H1 6.095 0.797 -1.105  0.36
H2 5.888 0.381 0.604  0.33
H3 5.568 -0.833 -0.655  0.32
H4 4.261 1.975 -2.190  0.54
H5 1.589 2.332 -1.646  1.00
H6 -0.208 1.540 4.035  0.61
H7 1.507 0.512 5.929  0.46
H8 3.620 -0.719 5.855  0.33
H9 3.288 -2.110 4.812  0.26
H10 4.477 -0.877 4.312  0.39
H11 -0.026 -3.414 -0.862  0.37
H12 1.672 -5.303 0.198  0.51
H13 3.471 -5.071 2.156  0.38
H14 4.539 -4.456 0.882  0.32
H15 4.229 -3.482 2.330  0.33
Cl1 1.029 3.271 1.211  -0.09
C13 -0.200 4.329 1.872  0.46
C14 0.128 5.647 2.118  -0.75
C15 -0.854 6.477 2.632  -0.47
C16 -2.123 5.973 2.879  -0.71
C17 -2.411 4.645 2.617  0.15
Cl2 -4.009 4.065 2.939  -0.21
C18 -1.448 3.765 2.105  0.04
S1 -1.800 2.082 1.803  0.00
H16 1.121 6.015 1.905  0.50
H17 -0.630 7.512 2.847  0.40
H18 -2.903 6.609 3.272  0.44
C19 -2.448 -2.066 -3.004  -1.80
C20 -2.935 -0.688 -3.474  2.66
C21 -3.954 -0.224 -2.418  -1.59
C22 -3.663 -0.868 -4.819  -1.88
Si1 -1.497 0.559 -3.701  -1.08
Br1 -1.101 1.259 -1.512  -0.39
C23 0.149 -0.213 -4.301  3.14
C24 1.193 0.860 -4.639  -2.02
C25 -0.107 -1.027 -5.584  -1.78
C26 0.778 -1.134 -3.243  -1.97
C27 -1.976 2.208 -4.546  2.42
C28 -1.003 3.359 -4.238  -1.78
C29 -3.359 2.683 -4.074  -2.10
C30 -2.013 2.009 -6.072  -1.70
H19 -3.320 -2.718 -2.896  0.68
H20 -1.966 -2.008 -2.026  0.11
H21 -1.770 -2.548 -3.707  0.33
H22 -4.800 -0.917 -2.430  0.57
H23 -4.344 0.776 -2.598  0.28
H24 -3.526 -0.245 -1.417  0.07
H25 -4.418 -1.651 -4.706  0.54
H26 -2.991 -1.179 -5.622  0.31
H27 -4.178 0.035 -5.143  0.34
H28 0.906 1.462 -5.500  0.43
H29 2.135 0.363 -4.889  0.60
H30 1.383 1.529 -3.800  0.08
H31 -0.516 -0.416 -6.389  0.33
H32 -0.785 -1.864 -5.423  0.32
H33 0.842 -1.440 -5.938  0.54
H34 0.989 -0.611 -2.310  -0.10
H35 1.727 -1.514 -3.636  0.67
H36 0.158 -1.994 -3.007  0.21
H37 -0.982 3.597 -3.175  0.27
H38 -1.354 4.249 -4.767  0.58
H39 0.014 3.166 -4.569  0.35
H40 -3.392 2.826 -2.992  0.31
H41 -4.163 2.005 -4.356  0.34
H42 -3.572 3.649 -4.540  0.62
H43 -1.026 1.791 -6.481  0.32
H44 -2.360 2.934 -6.540  0.54
H45 -2.690 1.213 -6.382  0.29
C31 -1.374 -0.974 6.593  -1.56
C32 -0.650 -1.966 5.728  1.00
C33 0.179 -2.932 6.286  -0.78
C34 0.837 -3.847 5.481  0.02
Cl3 1.873 -5.044 6.201  -0.23
C35 0.688 -3.818 4.107  -1.07
C36 -0.118 -2.848 3.531  0.08
C37 -0.794 -1.940 4.338  0.11
O1 -1.569 -0.935 3.811  -0.28
C38 -2.510 -1.299 2.813  -1.30
C39 -1.859 -1.467 1.449  0.39
O2 -2.081 -2.396 0.712  -0.56
O3 -1.024 -0.490 1.151  1.05
H46 -0.857 -0.842 7.542  0.45
H47 -2.387 -1.318 6.811  0.38
H48 -1.465 -0.010 6.096  0.28
H49 0.303 -2.978 7.361  0.48
H50 1.197 -4.549 3.494  0.60
H51 -0.229 -2.815 2.456  0.43
H52 -3.206 -0.461 2.753  0.32
H53 -3.042 -2.217 3.067  0.43

The HOMO-LUMO gap (alpha / beta) is 0.2712 / 0.2843 hartree. Its energy above the lowest of the compared OMol25 structures with the same formula, charge and spin is 25.7 kcal per mole. The HOMO energy (alpha / beta) comes out at -9.891 / -10.119 eV. The spin multiplicity is 3. The charge is +1. For the largest force on an atom, the calculation gives 1.363 eV/Å.

***

Record 3
This record from the OMol25 dataset describes C27H28N4O2STa as an isolated structure. The level of theory is ωB97M-V with the def2-TZVPD basis set.

Last column: Mulliken charge in e.
Cartesian coordinates (Å):
Ta1 -0.801 -0.114 0.546  -0.25
C1 0.305 -3.628 0.367  -0.75
C2 -0.686 -3.683 -0.788  -0.62
C3 -2.064 -3.352 -0.295  0.11
C4 -2.854 -4.360 0.231  -0.69
C5 -4.128 -4.091 0.708  -1.00
C6 -4.652 -2.804 0.647  -1.04
C7 -3.918 -1.762 0.114  1.03
C8 -4.542 -0.394 -0.002  -0.90
C9 -3.890 0.638 0.906  -0.52
C10 -2.599 -2.040 -0.331  0.22
N1 -1.849 -0.973 -0.937  0.75
C11 -2.095 -0.308 -2.083  -0.09
C12 -1.565 0.958 -2.085  0.06
C13 -1.500 2.042 -2.965  -0.83
C14 -0.840 3.073 -2.292  -0.88
C15 -0.517 2.610 -1.026  -0.09
N2 -0.952 1.328 -0.852  0.48
H1 1.335 -3.814 0.064  0.42
H2 0.039 -4.341 1.148  0.42
H3 0.286 -2.645 0.869  0.13
H4 -0.694 -4.693 -1.197  0.62
H5 -0.396 -3.029 -1.612  0.21
H6 -2.474 -5.374 0.251  0.55
H7 -4.731 -4.896 1.108  0.45
H8 -5.661 -2.618 0.995  0.48
H9 -5.595 -0.479 0.263  0.52
H10 -4.536 -0.042 -1.038  0.36
H11 -3.753 0.274 1.923  0.35
H12 -4.453 1.573 0.949  0.52
H13 -2.922 0.980 0.486  0.13
H14 -2.665 -0.755 -2.891  0.61
H15 -1.895 2.069 -3.971  0.56
H16 -0.627 4.059 -2.676  0.51
H17 0.000 3.126 -0.232  0.55
C16 1.950 2.545 8.024  -1.46
C17 1.545 2.068 6.670  0.85
C18 1.234 2.987 5.651  -1.01
C19 0.840 2.563 4.409  -0.58
C20 0.752 1.176 4.188  0.35
C21 1.057 0.224 5.180  -0.36
C22 1.453 0.691 6.408  -0.83
S1 0.235 0.614 2.707  2.24
O1 0.303 -0.857 2.511  -0.73
O2 -1.238 0.891 2.317  -0.74
N3 0.788 1.218 1.304  -0.36
C23 1.826 0.509 0.629  0.34
C24 3.179 0.715 0.616  -0.84
C25 3.916 -0.083 -0.256  -0.31
C26 3.283 -1.020 -1.072  -1.04
C27 1.917 -1.170 -0.998  -0.02
N4 1.208 -0.415 -0.138  0.05
H18 2.287 3.579 8.008  0.39
H19 2.733 1.915 8.445  0.41
H20 1.090 2.482 8.698  0.34
H21 1.311 4.048 5.852  0.41
H22 0.603 3.275 3.626  0.49
H23 0.983 -0.837 4.978  0.49
H24 1.699 -0.018 7.189  0.45
H25 3.638 1.472 1.238  0.56
H26 4.991 0.037 -0.313  0.48
H27 3.850 -1.628 -1.763  0.50
H28 1.374 -1.874 -1.610  0.57

The HOMO-LUMO gap is 0.2405 hartree. Its energy above the lowest of the compared OMol25 structures with the same formula, charge and spin is 7.4 kcal per mole. The HOMO energy comes out at -17.546 eV. The charge is +3. For the largest force on an atom, the calculation gives 0.757 eV/Å.

***

Record 4
This record from the OMol25 dataset describes an isolated ion of composition C7H9N2OS and charge -1 in a non-equilibrium geometry. The level of theory is ωB97M-V with the def2-TZVPD basis set.

Last column: Mulliken charge in e.
Cartesian coordinates (Å):
C1 0.464 -1.966 1.024  -1.07
C2 0.515 -0.522 1.650  -1.09
C3 -0.049 0.194 0.426  0.46
C4 -1.330 0.615 0.444  -0.59
C5 -1.862 1.601 -0.569  -0.64
C6 -1.061 1.279 -1.799  -0.34
N1 0.078 0.737 -1.810  -0.87
N2 0.722 0.260 -0.749  0.75
C7 2.207 -0.001 -0.835  0.21
O1 2.813 0.324 0.166  -0.60
S1 2.702 -0.696 -2.276  -0.48
H1 -0.451 -2.477 1.038  0.38
H2 1.119 -2.581 1.543  0.40
H3 0.777 -1.968 -0.091  0.22
H4 1.419 -0.198 1.857  0.50
H5 -0.064 -0.593 2.495  0.41
H6 -2.101 0.418 1.221  0.25
H7 -2.865 1.417 -0.743  0.37
H8 -1.588 2.575 -0.273  0.25
H9 -1.444 1.580 -2.721  0.47

The HOMO-LUMO gap is 0.2616 hartree. Its energy above the lowest of the compared OMol25 structures with the same formula, charge and spin is 0.0 kcal per mole. The HOMO energy comes out at -3.500 eV. The charge is -1. For the largest force on an atom, the calculation gives 7.193 eV/Å.